[1]
{
  "formula": "C37H32MgN6O8P2",
  "method": "ωB97M-V with the def2-TZVPD basis set",
  "symbols": ["Mg", "O", "C", "O", "C", "C", "C", "C", "C", "C", "O", "N", "O", "O", "N", "O", "O", "H", "H", "C", "O", "C", "C", "C", "C", "C", "C", "C", "N", "C", "C", "N", "C", "C", "C", "C", "N", "C", "C", "N", "C", "C", "C", "C", "H", "H", "H", "H", "H", "H", "H", "H", "H", "H", "H", "H", "H", "H", "C", "P", "C", "C", "C", "C", "C", "C", "C", "P", "C", "C", "H", "H", "H", "H", "H", "H", "H", "H", "H", "H", "H", "H", "H", "H", "H", "H"],
  "positions_angstrom": [[-2.389, -21.988, -8.820], [-0.799, -18.720, -6.983], [-1.536, -19.700, -7.158], [-1.685, -20.271, -8.303], [-2.452, -20.139, -6.006], [-2.465, -19.285, -4.857], [-3.422, -19.489, -3.913], [-4.400, -20.451, -3.934], [-4.247, -21.350, -4.982], [-3.351, -21.236, -6.132], [-3.458, -22.135, -7.140], [-5.025, -22.521, -4.933], [-6.037, -22.386, -4.185], [-4.723, -23.587, -5.471], [-3.489, -18.504, -2.807], [-4.415, -18.626, -1.968], [-2.586, -17.642, -2.768], [-1.724, -18.492, -4.728], [-5.230, -20.557, -3.232], [10.434, -27.436, -11.135], [9.697, -26.378, -11.744], [8.408, -26.117, -11.366], [7.602, -26.905, -10.523], [6.284, -26.515, -10.311], [5.741, -25.353, -10.893], [6.617, -24.527, -11.671], [7.909, -24.920, -11.937], [4.415, -24.863, -10.687], [3.897, -23.732, -11.210], [2.637, -23.602, -10.681], [2.325, -24.666, -9.833], [3.483, -25.434, -9.807], [1.117, -24.773, -9.095], [0.793, -25.890, -8.338], [-0.340, -25.858, -7.538], [-1.192, -24.768, -7.654], [-0.989, -23.700, -8.468], [0.155, -23.699, -9.223], [0.430, -22.622, -10.163], [-0.494, -21.671, -10.293], [-0.143, -20.487, -10.854], [1.081, -20.315, -11.500], [1.972, -21.378, -11.585], [1.700, -22.542, -10.863], [11.450, -27.488, -11.581], [9.905, -28.395, -11.323], [10.549, -27.336, -10.041], [7.988, -27.839, -10.114], [5.689, -27.088, -9.593], [6.189, -23.609, -12.043], [8.594, -24.339, -12.583], [3.646, -26.292, -9.270], [1.434, -26.761, -8.273], [-0.616, -26.646, -6.867], [-2.047, -24.706, -6.976], [-0.933, -19.750, -10.846], [1.324, -19.331, -11.912], [2.886, -21.272, -12.129], [-5.954, -23.075, -9.150], [-4.566, -23.358, -10.353], [-4.778, -25.118, -10.787], [-5.308, -22.689, -11.899], [-6.560, -22.090, -12.031], [-7.068, -21.772, -13.284], [-6.311, -21.964, -14.410], [-4.999, -22.385, -14.322], [-4.484, -22.759, -13.086], [-2.725, -23.121, -12.853], [-2.437, -24.718, -13.712], [-2.012, -21.940, -14.075], [-6.110, -21.964, -9.145], [-5.551, -23.374, -8.193], [-6.860, -23.613, -9.392], [-5.818, -25.347, -11.039], [-4.502, -25.791, -9.980], [-4.129, -25.331, -11.658], [-7.181, -21.842, -11.169], [-8.096, -21.466, -13.372], [-6.775, -21.811, -15.359], [-4.425, -22.558, -15.227], [-1.646, -24.563, -14.449], [-3.332, -25.193, -14.111], [-2.051, -25.389, -12.917], [-2.250, -22.097, -15.126], [-0.892, -22.013, -14.029], [-2.311, -20.912, -13.799]],
  "lowdin_charge": [0.69, 0.03, -0.57, -0.13, -0.02, 0.08, -0.16, 0.09, -0.09, -0.20, -0.20, -0.32, 0.01, 0.06, -0.31, 0.04, 0.05, 0.14, 0.14, -0.08, -0.10, -0.26, -0.01, -0.03, -0.16, 0.00, 0.01, -0.24, 0.18, -0.18, -0.13, 0.17, -0.07, 0.00, -0.03, -0.08, 0.08, -0.10, -0.14, 0.07, -0.08, -0.03, 0.01, -0.06, 0.10, 0.09, 0.10, 0.11, 0.11, 0.11, 0.13, 0.15, 0.12, 0.11, 0.12, 0.12, 0.12, 0.11, -0.27, 0.86, -0.26, -0.38, -0.09, -0.08, -0.09, -0.10, -0.41, 0.87, -0.29, -0.31, 0.06, 0.01, 0.04, 0.06, 0.04, 0.02, 0.10, 0.11, 0.10, 0.10, 0.03, 0.04, 0.03, 0.03, 0.04, 0.05],
  "gap_ev": 7.0997,
  "de_lowest_ev": 0.301,
  "e_tot_ev": -88229.9118
}

[2]
{
  "formula": "C37H32N2OP",
  "method": "ωB97M-V with the def2-TZVPD basis set",
  "symbols": ["C", "C", "C", "C", "P", "C", "C", "C", "C", "C", "C", "C", "C", "C", "C", "C", "C", "C", "C", "N", "C", "C", "H", "H", "H", "H", "H", "H", "H", "H", "H", "H", "H", "H", "H", "H", "H", "H", "C", "O", "C", "C", "C", "C", "C", "C", "C", "C", "C", "C", "C", "C", "N", "C", "C", "C", "C", "H", "H", "H", "H", "H", "H", "H", "H", "H", "H", "H", "H", "H", "H", "H", "H"],
  "positions_angstrom": [[-1.016, -3.212, -2.608], [-0.189, -3.214, -1.483], [0.489, -2.063, -1.105], [0.301, -0.876, -1.834], [1.135, 0.647, -1.268], [2.903, 0.472, -1.988], [3.830, 1.478, -1.678], [5.026, 1.541, -2.382], [5.317, 0.580, -3.357], [4.431, -0.469, -3.602], [3.222, -0.529, -2.921], [0.455, 2.133, -2.069], [-0.191, 3.068, -1.251], [-0.893, 4.108, -1.846], [-0.808, 4.309, -3.227], [-0.043, 3.456, -4.014], [0.571, 2.351, -3.451], [0.702, 0.551, 0.690], [2.055, 0.835, 1.191], [3.002, 0.715, 1.890], [-0.517, -0.876, -2.965], [-1.170, -2.040, -3.344], [-1.534, -4.133, -2.896], [-0.054, -4.117, -0.894], [1.163, -2.088, -0.249], [3.587, 2.193, -0.895], [5.710, 2.356, -2.177], [6.247, 0.666, -3.926], [4.672, -1.215, -4.344], [2.533, -1.345, -3.112], [-0.111, 2.959, -0.165], [-1.486, 4.754, -1.204], [-1.346, 5.150, -3.663], [0.063, 3.652, -5.065], [1.155, 1.679, -4.068], [0.493, -0.516, 0.706], [-0.667, 0.033, -3.535], [-1.813, -2.043, -4.214], [1.840, -0.278, 7.595], [0.883, 0.670, 7.003], [0.524, 0.555, 5.712], [0.895, -0.498, 4.908], [0.542, -0.518, 3.579], [-0.108, 0.568, 3.022], [-0.510, 0.571, 1.551], [-1.726, -0.351, 1.253], [-2.815, -0.196, 0.285], [-2.972, 0.769, -0.716], [-3.706, 0.421, -1.856], [-4.267, -0.842, -2.011], [-4.070, -1.835, -1.050], [-3.304, -1.523, 0.055], [-2.710, -2.384, 0.944], [-2.902, -3.813, 1.005], [-1.851, -1.663, 1.734], [-0.694, 1.518, 3.885], [-0.329, 1.529, 5.206], [2.015, 0.092, 8.619], [1.403, -1.297, 7.629], [2.793, -0.294, 7.027], [1.480, -1.306, 5.254], [0.915, -1.269, 2.884], [-0.824, 1.512, 1.158], [-2.492, 1.740, -0.521], [-3.837, 1.220, -2.580], [-4.838, -1.011, -2.917], [-4.534, -2.790, -1.170], [-3.681, -4.116, 0.340], [-2.026, -4.382, 0.734], [-3.190, -4.151, 1.988], [-1.186, -2.225, 2.390], [-1.286, 2.356, 3.489], [-0.658, 2.275, 5.894]],
  "lowdin_charge": [-0.05, -0.07, -0.09, -0.32, 1.25, -0.26, -0.09, -0.05, -0.05, -0.06, -0.07, -0.31, -0.09, -0.05, -0.04, -0.06, -0.08, -0.27, -0.23, 0.21, -0.07, -0.06, 0.12, 0.11, 0.12, 0.11, 0.11, 0.12, 0.11, 0.11, 0.10, 0.12, 0.12, 0.11, 0.12, 0.08, 0.10, 0.12, -0.03, -0.08, -0.29, 0.00, -0.06, -0.20, -0.24, -0.07, -0.10, -0.03, -0.10, -0.08, -0.01, -0.18, -0.08, 0.00, 0.01, 0.00, 0.01, 0.10, 0.10, 0.10, 0.10, 0.12, 0.10, 0.10, 0.10, 0.11, 0.10, 0.08, 0.08, 0.10, 0.13, 0.13, 0.12],
  "gap_ev": 7.0056,
  "total_charge": 1,
  "de_lowest_ev": 3.284,
  "e_tot_ev": -53195.3608
}

[3]
{
  "formula": "C37H33KN6O2",
  "method": "ωB97M-V with the def2-TZVPD basis set",
  "symbols": ["K", "O", "C", "C", "C", "C", "C", "C", "C", "N", "C", "C", "N", "C", "C", "C", "C", "C", "C", "C", "O", "H", "H", "H", "H", "H", "H", "H", "H", "H", "H", "H", "H", "H", "H", "N", "C", "C", "C", "C", "C", "C", "C", "C", "C", "C", "C", "C", "N", "C", "C", "C", "C", "N", "H", "H", "H", "H", "H", "H", "H", "H", "H", "H", "C", "C", "C", "C", "C", "N", "H", "H", "H", "H", "H", "H", "H", "H", "H"],
  "positions_angstrom": [[-0.905, -0.202, -0.085], [-2.325, 2.190, -1.529], [-2.670, 3.319, -1.064], [-3.615, 4.192, -1.689], [-3.913, 5.408, -1.121], [-3.281, 5.862, 0.042], [-2.304, 5.101, 0.659], [-2.043, 3.826, 0.123], [-1.090, 2.939, 0.756], [-1.157, 2.318, 1.862], [-2.327, 2.221, 2.721], [-3.457, 1.414, 2.142], [-2.970, 0.035, 1.888], [-3.532, -0.836, 2.651], [-3.125, -2.205, 2.800], [-3.405, -2.785, 4.034], [-2.743, -3.875, 4.495], [-1.726, -4.434, 3.693], [-1.466, -3.967, 2.448], [-2.235, -2.899, 1.832], [-2.224, -2.683, 0.610], [-4.144, 3.850, -2.564], [-4.734, 6.014, -1.511], [-3.581, 6.819, 0.459], [-1.702, 5.470, 1.502], [-0.186, 2.712, 0.167], [-2.670, 3.234, 2.916], [-1.933, 1.784, 3.638], [-3.785, 1.862, 1.174], [-4.273, 1.360, 2.817], [-4.326, -0.549, 3.385], [-4.160, -2.256, 4.594], [-3.058, -4.397, 5.400], [-1.107, -5.268, 4.098], [-0.605, -4.346, 1.854], [5.367, -0.393, -9.305], [4.622, -0.405, -8.405], [3.785, -0.528, -7.205], [2.417, -0.208, -7.236], [1.684, -0.411, -6.073], [2.315, -0.835, -4.869], [3.695, -1.188, -4.876], [4.384, -1.056, -6.068], [1.511, -0.793, -3.578], [0.198, -1.383, -3.546], [-0.269, -2.283, -4.570], [-1.531, -2.736, -4.210], [-1.831, -2.014, -2.996], [-0.811, -1.235, -2.610], [2.078, -0.201, -2.410], [3.373, 0.478, -2.379], [3.581, 0.892, -1.079], [2.473, 0.476, -0.330], [1.538, -0.106, -1.105], [1.931, 0.192, -8.163], [0.619, -0.141, -6.030], [4.229, -1.635, -4.008], [5.424, -1.341, -6.141], [0.291, -2.567, -5.457], [-2.206, -3.455, -4.699], [-2.751, -1.946, -2.448], [4.070, 0.632, -3.224], [4.466, 1.388, -0.676], [2.275, 0.599, 0.729], [2.713, -1.923, 5.137], [2.343, -0.639, 4.363], [3.540, 0.261, 4.023], [1.261, 0.107, 5.167], [1.752, -1.068, 3.079], [1.259, -1.386, 2.041], [3.279, -1.716, 6.060], [3.284, -2.615, 4.514], [1.764, -2.417, 5.421], [3.962, 0.737, 4.937], [3.303, 1.083, 3.351], [4.338, -0.366, 3.559], [1.703, 0.417, 6.167], [0.354, -0.498, 5.331], [0.995, 0.999, 4.618]],
  "lowdin_charge": [0.66, -0.11, -0.46, -0.05, -0.16, -0.18, -0.08, -0.18, -0.19, 0.03, -0.23, -0.21, 0.02, -0.16, -0.16, -0.13, -0.18, -0.16, -0.06, -0.43, -0.08, 0.09, 0.08, 0.07, 0.10, 0.11, 0.10, 0.10, 0.13, 0.07, 0.11, 0.09, 0.07, 0.09, 0.11, 0.11, -0.19, -0.25, -0.03, -0.02, -0.13, -0.03, -0.06, -0.02, -0.28, -0.10, -0.10, -0.15, 0.01, -0.24, -0.08, -0.14, -0.21, -0.01, 0.13, 0.13, 0.13, 0.11, 0.08, 0.08, 0.10, 0.09, 0.07, 0.07, -0.06, -0.60, -0.05, -0.05, -0.15, 0.22, 0.08, 0.08, 0.09, 0.09, 0.08, 0.10, 0.10, 0.10, 0.08],
  "gap_ev": 5.3176,
  "total_charge": -2,
  "de_lowest_ev": 0.000,
  "e_tot_ev": -68264.7009
}